# 1
43
Properties=species:S:1:pos:R:3 method="wB97M-V/def2-TZVPD" e_tot_ha=-1225.0014 total_charge=+2
Bi -1.749 -1.074 2.026
O -2.175 0.426 4.017
C -0.943 0.829 4.651
C -0.016 -0.365 4.707
N 0.191 -0.956 3.354
C 0.573 -2.392 3.487
C -0.638 -3.311 3.636
O -0.622 -4.299 4.287
O -1.715 -2.918 2.908
C 1.198 -0.236 2.541
C 1.020 -0.517 1.043
O 1.829 -0.129 0.249
O -0.081 -1.188 0.723
H -2.873 0.283 4.671
H -1.134 1.210 5.652
H -0.536 1.647 4.056
H -0.460 -1.139 5.336
H 0.949 -0.095 5.140
H 1.235 -2.528 4.341
H 1.100 -2.702 2.584
H 2.208 -0.527 2.835
H 1.106 0.840 2.698
C 0.760 -0.377 -4.138
C 0.092 -0.511 -2.747
N -0.490 0.762 -2.328
C -1.520 1.176 -3.277
C -0.931 1.328 -4.701
N 0.539 1.036 -4.604
C 1.196 2.001 -3.658
C 0.560 1.778 -2.263
H 0.324 -1.035 -4.888
H 1.835 -0.540 -4.109
H 0.825 -0.816 -2.004
H -0.694 -1.264 -2.779
H -1.948 2.120 -2.944
H -2.316 0.433 -3.283
H -1.035 2.334 -5.101
H -1.353 0.622 -5.414
H 0.957 1.145 -5.527
H 1.027 3.001 -4.052
H 2.264 1.793 -3.674
H 0.130 2.709 -1.897
H 1.315 1.447 -1.554

# 2
50
Properties=species:S:1:pos:R:3 method="wB97M-V/def2-TZVPD" relative_energy_ev=0.437 total_charge=0 smiles=ClC(Cl)Cl.ClC(Cl)Cl.ClCCCl.ClCCCl.ClCCCl.ClCCCl.ClCCCl
Cl -5.217 1.668 3.561
C -4.387 2.286 2.071
C -4.078 3.753 2.200
Cl -2.848 4.086 3.449
H -4.972 1.946 1.224
H -3.447 1.740 2.053
H -4.911 4.448 2.286
H -3.589 4.125 1.293
Cl -3.015 -1.541 1.376
C -1.773 -2.690 2.011
C -2.204 -4.122 1.748
Cl -2.300 -4.495 -0.006
H -1.817 -2.598 3.093
H -0.853 -2.460 1.497
H -3.175 -4.338 2.187
H -1.489 -4.783 2.240
Cl 1.935 -4.227 2.291
C 2.546 -3.391 0.817
C 2.753 -4.335 -0.323
Cl 4.143 -5.450 -0.087
H 3.446 -2.858 1.110
H 1.799 -2.655 0.518
H 2.910 -3.827 -1.273
H 1.887 -4.982 -0.453
Cl 1.532 2.467 -4.011
C 1.693 3.937 -3.001
C 0.711 3.942 -1.842
Cl -0.974 3.666 -2.349
H 1.571 4.767 -3.687
H 2.703 3.890 -2.601
H 0.795 4.880 -1.292
H 0.929 3.163 -1.113
Cl -2.857 -1.536 -3.189
C -1.127 -1.098 -2.990
C -0.932 -0.412 -1.644
Cl 0.730 0.207 -1.577
H -0.874 -0.412 -3.793
H -0.534 -2.005 -3.029
H -1.091 -1.168 -0.872
H -1.625 0.397 -1.435
C 4.704 0.891 -1.261
Cl 3.672 1.993 -0.352
Cl 4.172 -0.776 -1.181
Cl 6.446 1.075 -0.865
H 4.659 1.109 -2.320
C 0.911 1.163 1.849
Cl 0.848 -0.575 2.158
Cl 1.856 2.035 3.049
Cl -0.714 1.820 1.545
H 1.451 1.281 0.921

# 3
44
Properties=species:S:1:pos:R:3 method="wB97M-V/def2-TZVPD" relative_energy_ev=1.621 total_charge=0 smiles=ClCCCl.ClCCCl.ClCCCl.ClCCCl.CC#N.CC#N
C 9.126 -3.419 -1.409
C 8.243 -2.213 -1.309
N 7.499 -1.341 -1.309
H 10.052 -3.348 -0.839
H 9.264 -3.770 -2.432
H 8.682 -4.211 -0.806
C 3.357 4.943 -4.269
C 4.493 5.773 -4.755
N 5.422 6.436 -5.138
H 3.063 4.215 -5.025
H 2.529 5.643 -4.159
H 3.573 4.373 -3.366
Cl -10.936 3.598 0.700
C -9.899 2.994 2.004
C -8.648 2.311 1.545
Cl -8.122 3.063 -0.051
H -10.458 2.408 2.734
H -9.538 3.863 2.555
H -8.779 1.229 1.557
H -7.807 2.482 2.219
Cl -3.489 -0.805 9.194
C -3.732 0.329 7.742
C -2.690 1.392 7.517
Cl -0.980 0.766 7.342
H -4.734 0.731 7.897
H -3.818 -0.404 6.940
H -2.640 2.138 8.310
H -2.994 1.949 6.631
Cl 0.200 -2.675 0.247
C 1.015 -1.446 1.285
C 0.863 0.035 0.897
Cl -0.854 0.641 1.081
H 2.086 -1.645 1.260
H 0.637 -1.584 2.298
H 1.146 0.251 -0.133
H 1.381 0.783 1.497
Cl 4.090 -5.298 -5.833
C 2.717 -4.140 -5.604
C 1.487 -4.631 -6.315
Cl 1.971 -4.820 -8.034
H 2.913 -3.111 -5.904
H 2.488 -3.989 -4.549
H 0.674 -3.904 -6.292
H 1.150 -5.590 -5.922

# 4
35
Properties=species:S:1:pos:R:3 method="wB97M-V/def2-TZVPD" relative_energy_ev=0.245 total_charge=+1 smiles="C=C1CC[N@@+]2(CC(C)C)CCC[C@@H]12"
C -2.969 1.739 1.814
C -1.759 1.439 1.218
C 2.231 -1.843 -1.432
C 1.928 0.213 -2.878
C -0.547 2.283 1.313
C -0.553 -1.840 1.344
C -1.865 -1.103 1.145
C 1.707 -0.378 -1.485
C 0.316 1.626 0.243
C 0.417 -0.674 1.379
C 0.208 -0.308 -1.131
C -1.516 0.194 0.414
N -0.072 0.196 0.202
H -3.181 2.635 2.363
H -3.795 1.050 1.744
H 1.635 -2.490 -2.043
H 2.236 -2.188 -0.381
H 3.282 -1.877 -1.802
H 1.465 1.210 -2.988
H 1.510 -0.416 -3.643
H 3.018 0.267 -3.109
H -0.059 2.250 2.291
H -0.737 3.324 0.985
H -0.338 -2.544 0.515
H -0.533 -2.411 2.307
H -2.593 -1.717 0.603
H -2.279 -0.923 2.136
H 2.283 0.267 -0.796
H 1.360 1.795 0.438
H 0.086 2.146 -0.696
H 0.320 -0.200 2.357
H 1.414 -1.006 1.230
H -0.221 -1.298 -1.252
H -0.268 0.314 -1.899
H -2.131 0.269 -0.510

# 5
44
Properties=species:S:1:pos:R:3 method="wB97M-V/def2-TZVPD" relative_energy_ev=4.125 spin_multiplicity=4 total_charge=+3
Nd -1.420 -1.758 -0.330
C -0.087 -1.772 1.668
O 0.661 -1.435 2.584
C -1.454 -4.215 0.873
O -1.499 -5.258 1.371
C 0.459 -2.978 -1.201
O 1.409 -3.224 -1.824
C -3.146 -1.637 1.189
O -4.091 -1.255 1.812
C -2.751 -2.182 -2.185
H -3.409 -1.362 -1.817
H -1.877 -1.905 -2.822
C -2.806 -3.482 -1.570
H -2.120 -4.259 -1.881
H -3.616 -3.729 -0.896
C -0.165 1.978 2.342
N -0.603 1.144 1.170
C -1.934 1.650 0.717
P 0.529 0.907 -0.062
O -0.047 -0.286 -0.913
N 0.486 2.080 -1.236
C 1.253 1.746 -2.472
C 0.974 3.384 -0.733
N 2.126 0.493 0.254
C 2.693 0.842 1.590
C 2.689 -0.828 -0.162
H -1.013 2.251 3.025
H 0.274 2.896 1.979
H 0.556 1.424 2.971
H -1.808 2.647 0.297
H -2.351 0.975 -0.058
H -2.689 1.700 1.541
H 0.845 0.828 -2.942
H 1.210 2.554 -3.235
H 2.296 1.592 -2.205
H 0.279 3.804 0.008
H 1.959 3.242 -0.293
H 1.077 4.150 -1.542
H 2.280 0.184 2.357
H 3.804 0.726 1.635
H 2.485 1.888 1.821
H 2.272 -1.630 0.448
H 2.473 -1.006 -1.225
H 3.795 -0.882 -0.047

# 6
40
Properties=species:S:1:pos:R:3 method="wB97M-V/def2-TZVPD" e_tot_ha=-1340.7718 total_charge=0 smiles="CC(=O)N(C)CCCC[Si@H]([PH2]=N)c1ccccn1"
C 1.927 -2.008 0.816
C 1.686 -2.063 -0.664
O 1.416 -3.087 -1.229
N 1.703 -0.865 -1.325
C 1.520 -0.981 -2.770
C 2.629 0.184 -0.905
C 2.029 1.289 -0.031
C 0.800 1.984 -0.635
C -0.094 2.703 0.395
Si -1.391 1.706 1.332
P -0.608 0.834 3.299
N -1.329 -0.466 3.806
C -2.164 0.337 0.331
C -3.309 0.558 -0.457
C -3.837 -0.500 -1.185
C -3.231 -1.746 -1.110
C -2.091 -1.888 -0.302
N -1.587 -0.869 0.376
H 1.231 -1.306 1.271
H 1.757 -3.005 1.215
H 2.944 -1.696 1.063
H 0.646 -1.592 -2.986
H 2.382 -1.439 -3.263
H 1.362 0.023 -3.168
H 3.504 -0.245 -0.412
H 3.001 0.637 -1.827
H 1.792 0.900 0.963
H 2.822 2.031 0.105
H 1.138 2.747 -1.343
H 0.229 1.253 -1.209
H -0.597 3.543 -0.091
H 0.549 3.161 1.158
H -2.468 2.645 1.746
H 0.794 0.813 3.135
H -0.744 1.935 4.168
H -0.729 -1.276 3.883
H -3.768 1.538 -0.480
H -4.718 -0.357 -1.799
H -3.616 -2.601 -1.649
H -1.578 -2.833 -0.221